## 1
{"formula": "C4H9N4", "method": "wB97M-V/def2-TZVPD", "orbital_gap_ev": [8.1033, 8.1058], "total_charge": 1, "homo_energy_ev": [-12.42, -12.42], "symbols": ["H", "H", "H", "N", "H", "H", "H", "C", "H", "N", "C", "N", "H", "C", "H", "N", "C"], "positions_angstrom": [[1.711, -0.845, -2.612], [0.164, -1.361, -3.017], [-2.761, -0.729, 1.302], [1.119, 0.215, -0.058], [1.999, 2.306, 1.736], [0.969, 1.417, 2.928], [-2.576, 0.876, 1.912], [0.287, -0.295, -1.026], [2.140, 0.142, -0.176], [-2.372, 0.209, 1.205], [0.703, 0.598, 1.155], [1.301, 1.463, 1.934], [-1.959, -0.761, -1.131], [-1.057, -0.260, -0.701], [0.914, -2.226, -1.726], [-1.372, 0.448, 0.396], [0.789, -1.196, -2.123]]}

---

## 2
{"formula": "C4H9N4", "method": "wB97M-V/def2-TZVPD", "orbital_gap_ev": 6.8794, "total_charge": 1, "homo_energy_ev": -12.22, "symbols": ["H", "H", "H", "N", "C", "N", "H", "H", "C", "N", "N", "H", "H", "C", "H", "H", "C"], "positions_angstrom": [[1.911, 0.809, 2.022], [-2.010, -0.565, -0.298], [-3.405, -0.521, 0.922], [-0.526, 1.087, 1.132], [1.797, 1.002, 0.995], [-0.144, -1.439, -2.380], [0.774, -1.926, -2.128], [1.572, -0.874, -0.834], [0.525, -0.457, -0.598], [-0.410, -0.687, -1.423], [-2.418, -0.159, 0.626], [2.671, 0.568, 0.557], [-0.740, -1.704, -3.050], [-1.736, 0.498, 1.437], [1.787, 2.108, 0.811], [-0.134, 1.820, 1.710], [0.487, 0.440, 0.498]]}

---

Name the least stable of them. 2.